<A>
ORCA calculation (ωB97M-V/def2-TZVPD) on the molecule C2H6N4.

Properties
LUMO ... 0.8 eV
SMILES ... [H]/N=C\N/C=N\N
Total charge ... 0
HOMO level ... -8.87 eV

Last column: natural (NBO) charge in e.
Element x y z (Å)
H -2.16106 1.00429 0.89084  0.334
N -2.50954 0.26298 0.29882  -0.713
C -1.60933 -0.57524 -0.17407  0.294
N -0.29323 -0.40098 -0.24868  -0.638
C 0.37607 0.85452 -0.23213  0.193
N 1.66606 0.79447 -0.04635  -0.257
N 2.09742 -0.62764 0.17855  -0.741
H -1.88162 -1.52816 -0.56571  0.163
H 0.25004 -1.24658 -0.27062  0.427
H -0.03816 1.78396 -0.21444  0.212
H 3.07158 -0.82464 0.32214  0.386
H 1.43375 -1.06639 0.99856  0.341

=====

<B>
ORCA calculation (ωB97M-V/def2-TZVPD) on a cluster of 2 separate species, C2H6N4 in total.

Properties
LUMO (alpha / beta) ... 0.6 / 0.6 eV
Total charge ... 0
HOMO level (alpha / beta) ... -8.44 / -8.44 eV

Last column: natural (NBO) charge in e.
Element x y z (Å)
C 2.02384 0.86487 0.17146  0.342
C -0.60756 0.16304 -0.26920  0.588
N 2.28253 -0.00848 0.94089  -0.773
N -0.20566 1.18494 0.50666  -0.754
N -1.09614 0.50323 -1.53258  -0.799
N -0.51095 -1.11924 0.14650  -0.820
H 1.93111 -0.24730 1.68450  0.354
H 0.19289 0.76029 1.33011  0.304
H -1.55086 1.40556 -1.61237  0.411
H -1.65202 -0.23195 -1.85198  0.361
H -0.12788 -1.41587 0.99759  0.400
H -0.67929 -1.85910 -0.51157  0.386

=====

Verdict on stability: <A> comes out on top.

=====

<A>
ORCA calculation (ωB97M-V/def2-TZVPD) on a cluster of 2 separate species, C4H8N3O2 in total.

Properties
LUMO ... -3.7 eV
Total charge ... +1
HOMO level ... -12.67 eV

Last column: natural (NBO) charge in e.
Element x y z (Å)
C 1.76211 0.72708 0.09173  1.005
C -2.30173 -0.47525 -0.17822  0.664
C 3.77198 -0.54958 -0.34891  -0.439
C -4.22378 0.86132 -0.14637  -0.233
N -1.29235 -0.53891 0.45655  -0.108
N -0.03896 -0.39771 0.67714  -0.696
N 2.35203 -0.37446 -0.07033  -0.616
O 1.56429 1.84559 -0.05687  -0.351
O -3.48648 -0.33069 -0.65543  -0.428
H 3.90962 -0.83050 -1.42333  0.239
H 4.36041 0.32537 -0.14657  0.240
H 4.28523 -1.39323 0.29691  0.248
H -3.37831 1.51838 0.07221  0.191
H -4.61897 0.54909 0.79521  0.212
H -4.90437 1.31461 -0.84855  0.236
H 0.24459 -0.94526 1.51314  0.360
H 1.99469 -1.30583 -0.02831  0.477

=====

<B>
ORCA calculation (ωB97M-V/def2-TZVPD) on the ion C4H8N3O2 with charge +1.

Properties
LUMO ... -4.0 eV
SMILES ... [NH2+]=C1C=CNC(O)(O)N1
Total charge ... +1
HOMO level ... -13.47 eV

Last column: natural (NBO) charge in e.
Element x y z (Å)
N -2.01960 -0.82382 -1.40270  -0.714
C -0.99056 -0.52168 -0.60317  0.528
C -0.85974 -1.27916 0.61670  -0.431
C 0.31543 -1.02155 1.32998  0.166
N 1.13542 0.01130 1.01802  -0.601
C 0.78663 1.07445 0.05000  0.779
O 1.97457 1.50675 -0.53322  -0.669
O 0.20810 2.09469 0.72675  -0.675
N -0.08709 0.42373 -0.94978  -0.586
H -2.25544 -1.75075 -1.39540  0.413
H -2.27983 -0.25539 -2.14343  0.412
H -1.41172 -2.16271 0.82084  0.259
H 0.43033 -1.67602 2.21494  0.254
H 2.02046 0.20753 1.45615  0.433
H 2.39852 0.63629 -0.80106  0.492
H 0.77960 2.50415 1.32201  0.504
H -0.14508 1.03221 -1.72661  0.435

=====

<C>
ORCA calculation (ωB97M-V/def2-TZVPD) on the ion C4H8N3O2 with charge +1.

Properties
LUMO ... -3.2 eV
SMILES ... C1C[N+]2=C(N1)ONOC2
Total charge ... +1
HOMO level ... -14.31 eV

Last column: natural (NBO) charge in e.
Element x y z (Å)
C 1.55334 0.76680 -0.15088  -0.251
C 0.95058 -0.58861 0.26160  -0.226
N -0.48393 -0.32160 0.20429  -0.395
C -0.67141 0.96666 -0.08725  0.781
N 0.46739 1.69966 -0.10325  -0.552
O -1.85882 1.51546 -0.18199  -0.316
N -2.87054 0.53737 -0.39778  -0.050
O -2.77453 -0.60034 0.44928  -0.330
C -1.58927 -1.31427 0.05827  0.088
H 2.39277 0.95403 0.62060  0.248
H 2.01400 0.68882 -1.12505  0.231
H 1.14594 -1.54088 -0.46984  0.235
H 0.99661 -1.04340 1.34614  0.241
H 0.46818 2.59714 -0.52567  0.444
H -3.60443 1.16272 -0.10029  0.389
H -1.35894 -2.07729 0.86139  0.242
H -1.38249 -1.52682 -0.99491  0.219

=====

Verdict on stability: <B> comes out on top.

=====

<A>
ORCA calculation (ωB97M-V/def2-TZVPD) on a cluster of 2 separate species, C5H8NOS in total.

Properties
LUMO (alpha / beta) ... -6.5 / -6.5 eV
Total charge ... +1
HOMO level (alpha / beta) ... -15.04 / -15.04 eV

Last column: natural (NBO) charge in e.
Element x y z (Å)
C 0.70329 1.41335 0.12646  0.001
C 2.05391 1.47593 -0.05666  -0.418
C 1.29472 -0.68254 -0.01872  0.311
C -2.08378 0.27338 -0.41743  -0.616
C -1.01929 -0.48446 0.40315  -0.228
N 0.30737 0.12955 0.23155  -0.354
O 0.93539 -2.82563 -0.27002  -0.601
S 2.79660 -0.03989 -0.25182  0.678
H -0.02503 2.17130 0.13663  0.265
H 2.54973 2.40250 0.03858  0.284
H -1.55379 0.56019 -1.36946  0.213
H -2.34664 1.21305 -0.00368  0.221
H -2.96036 -0.21851 -0.66028  0.255
H -1.02633 -1.48182 0.16410  0.259
H -1.24391 -0.65763 1.54008  0.243
H 1.61814 -3.24878 0.40751  0.489

=====

<B>
ORCA calculation (ωB97M-V/def2-TZVPD) on a structure of composition C5H8NOS.

Properties
LUMO ... -6.5 eV
Total charge ... +1
HOMO level ... -14.41 eV

Last column: natural (NBO) charge in e.
Element x y z (Å)
C 2.17024 1.83410 -0.00594  0.117
C -0.30722 2.16979 -0.00346  0.513
C -1.04897 -0.90762 -0.63968  -0.359
C -0.80503 -2.01248 0.28445  -0.357
C -0.82326 -0.58532 0.81111  -0.487
N 0.97367 1.57800 0.23738  -0.426
O -0.95251 1.84291 -0.96210  -0.429
S 0.71871 -0.20667 1.51730  0.546
H 2.85905 1.05965 0.03190  0.217
H 2.48958 2.86335 -0.13424  0.219
H -0.68121 2.96131 0.75684  0.187
H -0.29253 -0.60027 -1.33480  0.236
H -2.04848 -0.51623 -0.92848  0.263
H -1.71384 -2.41790 0.45036  0.244
H 0.09625 -2.55090 0.16261  0.255
H -1.73747 -0.21786 1.29146  0.261

=====

<C>
ORCA calculation (ωB97M-V/def2-TZVPD) on the ion C5H8NOS with charge +1.

Properties
LUMO (alpha / beta) ... -6.8 / -6.8 eV
Total charge ... +1
HOMO level (alpha / beta) ... -13.76 / -13.76 eV

Last column: natural (NBO) charge in e.
Element x y z (Å)
C -1.20670 1.22843 -0.10647  -0.016
C 0.02525 1.89923 0.18288  -0.233
C 2.56059 -1.26066 -0.12576  0.286
C 1.40395 -0.60074 0.02014  -0.543
C -2.62331 -0.70565 0.09963  -0.467
N -1.35641 -0.04847 0.10261  -0.290
O 3.83406 -0.74123 -0.12978  -0.587
S 1.55945 1.11980 0.19840  0.647
H -2.06330 1.94137 -0.48130  0.210
H -0.03845 3.03663 0.23066  0.296
H 2.64891 -2.35332 -0.13237  0.236
H 0.50786 -1.00967 0.14515  0.281
H -2.47600 -1.79269 -0.08622  0.234
H -3.16453 -0.68563 1.00774  0.257
H -3.28707 -0.28438 -0.74923  0.212
H 3.67569 0.25699 -0.17609  0.477

=====

Verdict on stability: <C> comes out on top.

=====

<A>
ORCA calculation (ωB97M-V/def2-TZVPD) on the molecule C2H5N3O2S.

Properties
LUMO ... 0.1 eV
Total charge ... 0
HOMO level ... -9.19 eV

Last column: natural (NBO) charge in e.
Element x y z (Å)
C -0.54104 -0.54838 2.05179  0.038
C 0.85810 0.91208 -1.77834  -0.415
N 0.32985 0.51458 1.68097  -0.177
N 0.70033 0.76464 0.57856  0.030
N 0.24911 0.22356 -0.61016  -0.539
O -1.78796 -1.01784 -1.44121  -0.856
O -0.89926 -1.45490 0.94416  -0.773
S -0.52616 -1.35164 -0.83533  1.654
H 0.02675 -1.18524 2.66402  0.193
H -1.35468 -0.22987 2.64797  0.204
H 0.21141 1.81702 -2.04535  0.208
H 1.85344 1.31210 -1.29063  0.233
H 0.88012 0.24390 -2.56644  0.200

=====

<B>
ORCA calculation (ωB97M-V/def2-TZVPD) on the molecule C2H5N3O2S.

Properties
LUMO ... 0.6 eV
SMILES ... O/N=C\C(=N\S)NO
Total charge ... 0
HOMO level ... -8.67 eV

Last column: natural (NBO) charge in e.
Element x y z (Å)
O -1.81169 -0.28797 1.04364  -0.613
N -1.83747 -1.02151 -0.18896  -0.103
C -0.71401 -0.92401 -0.81039  0.028
C 0.47994 -0.08852 -0.37544  0.316
N 1.52292 -0.79654 -0.18414  -0.588
S 2.97258 0.01345 0.23669  0.134
N 0.38496 1.26227 -0.18646  -0.331
O -0.86494 1.89356 -0.40363  -0.542
H -2.61302 -0.61243 1.43619  0.489
H -0.68601 -1.50453 -1.69737  0.220
H 3.73954 -1.11620 0.18280  0.132
H 0.87450 1.62609 0.66543  0.382
H -1.44730 1.55636 0.28164  0.475

=====

Verdict on stability: <B> comes out on top.

=====

<A>
ORCA calculation (ωB97M-V/def2-TZVPD) on a cluster of 2 separate species, C2H5N3O2S in total.

Properties
LUMO ... -0.8 eV
Total charge ... 0
HOMO level ... -8.50 eV

Last column: natural (NBO) charge in e.
Element x y z (Å)
C 1.39548 -0.34912 -0.18849  0.243
C -1.98534 -0.97119 -0.11989  0.307
H 4.50943 0.80801 1.16470  0.150
H 1.54969 -1.37018 -0.54037  0.185
H 0.11434 1.21448 0.27270  0.402
H -2.04036 -2.03697 -0.46163  0.188
H -3.78619 1.63439 0.38050  0.450
N 2.36894 0.56198 -0.10636  -0.629
N 0.08547 0.18047 -0.01134  -0.333
N -2.91017 -0.12806 -0.50133  -0.160
O -0.79424 -0.67634 0.54810  -0.378
O -2.56135 1.14812 -0.19528  -0.521
S 4.05430 -0.01558 -0.24132  0.095

=====

<B>
ORCA calculation (ωB97M-V/def2-TZVPD) on a structure of composition C2H5N3O2S.

Properties
LUMO ... 0.0 eV
Total charge ... 0
HOMO level ... -8.30 eV

Last column: natural (NBO) charge in e.
Element x y z (Å)
C -1.44269 0.20089 0.71915  0.405
C 1.84976 -0.92685 -0.12167  0.229
H -2.83784 -0.79707 1.69826  0.448
H -0.90424 -1.16378 1.96680  0.423
H 2.36687 -2.18756 0.02488  0.259
H 1.63989 0.71579 -1.62130  0.434
H 4.09665 0.53130 -1.33796  0.473
N -1.72519 -0.44077 1.80113  -0.810
N 0.77110 -0.96329 0.45693  -0.237
N 2.27016 0.09186 -0.93754  -0.374
O -0.08079 0.44532 0.36104  -0.452
O 3.47512 -0.10814 -1.68290  -0.555
S -2.69818 0.85906 -0.18653  -0.242

=====

<C>
ORCA calculation (ωB97M-V/def2-TZVPD) on the molecule C2H5N3O2S.

Properties
LUMO ... 0.0 eV
Total charge ... 0
HOMO level ... -8.02 eV

Last column: natural (NBO) charge in e.
Element x y z (Å)
C -0.08776 -0.44364 -0.84683  0.608
C 0.24633 1.39128 2.35006  0.475
N -0.17348 -0.06726 -2.14024  -0.795
N -0.45276 -1.67349 -0.45650  -0.793
N 0.37781 0.36896 0.06702  -0.262
O 0.24485 2.33324 1.61739  -0.635
O 0.37783 -0.02567 1.35722  -0.518
S 0.18784 0.91732 3.86746  -0.174
H -0.38782 -0.74956 -2.84562  0.407
H 0.19045 0.82286 -2.42740  0.415
H -0.61596 -2.42804 -1.09538  0.405
H -0.37116 -1.84115 0.53865  0.450
H 0.46383 1.39515 0.01416  0.418

=====

Verdict on stability: <C> comes out on top.

=====

<A>
ORCA calculation (ωB97M-V/def2-TZVPD) on a cluster of 2 separate species, C2H6S2 in total.

Properties
LUMO ... 0.1 eV
SMILES ... C=C.SS
Total charge ... 0
HOMO level ... -9.47 eV

Last column: natural (NBO) charge in e.
Element x y z (Å)
C -2.64555 -0.01731 0.84344  -0.393
C -1.85820 -1.09904 0.85694  -0.381
H -2.81640 0.52430 -0.08435  0.179
H -3.04413 0.51864 1.70318  0.200
H -1.17472 -1.12674 0.02166  0.190
H -1.87253 -1.91522 1.56260  0.207
S 1.69992 -0.39653 0.09676  -0.099
S 0.48442 1.02378 -0.86362  -0.167
H 2.06196 -1.02726 -1.03020  0.132
H -0.85653 0.84159 -0.72704  0.134

=====

<B>
ORCA calculation (ωB97M-V/def2-TZVPD) on a cluster of 2 separate species, C2H6S2 in total.

Properties
LUMO ... 0.1 eV
SMILES ... C=C.SS
Total charge ... 0
HOMO level ... -8.91 eV

Last column: natural (NBO) charge in e.
Element x y z (Å)
C -1.82240 0.31053 -1.16285  -0.388
C -1.55951 0.85088 0.01957  -0.393
H -1.32641 -0.59807 -1.55426  0.200
H -2.42327 0.88617 -1.99342  0.195
H -0.87966 0.38042 0.69141  0.187
H -1.90371 1.81905 0.39918  0.197
S 2.19358 -0.80055 -0.24976  -0.134
S 3.04016 -0.72049 1.69692  -0.158
H 2.73202 -2.06084 -0.15556  0.148
H 1.94919 -0.06711 2.30877  0.145

=====

<C>
ORCA calculation (ωB97M-V/def2-TZVPD) on a cluster of 2 separate species, C2H6S2 in total.

Properties
LUMO ... -1.0 eV
SMILES ... C=C.SS
Total charge ... 0
HOMO level ... -8.41 eV

Last column: natural (NBO) charge in e.
Element x y z (Å)
C -2.63300 1.23150 1.10666  -0.423
C -2.29150 0.14045 1.91046  -0.417
H -2.60065 1.21884 -0.06820  0.229
H -3.42893 1.95244 1.59354  0.219
H -1.95320 -0.80838 1.47528  0.211
H -2.78840 0.03171 2.90598  0.213
S 2.10060 -0.76705 -1.09373  0.000
S 0.30325 0.14807 -0.44807  -0.391
H 2.43952 -1.13740 0.11574  0.127
H -0.58293 0.41468 0.54389  0.231

=====

Verdict on stability: <B> comes out on top.